Record 1
Here is C5H8N2 in the gas phase from OMol25. Energies are from wB97M-V/def2-TZVPD.

Values from the calculation:
Energy above the lowest of the compared OMol25 structures with the same formula, charge and spin (eV): 3.1711
Highest occupied orbital energy (alpha / beta) (eV): -7.00 / -7.00

```
15
Properties=species:S:1:pos:R:3:forces:R:3
H -1.337394 0.177236 1.225628 0.1 0.0 0.1
C 0.666539 0.371984 1.858928 0.7 0.5 0.4
C -0.355897 0.149311 -1.124305 0.1 0.0 -0.1
C -0.407816 -0.397435 1.220048 -0.1 0.0 0.0
H -0.566036 -1.335201 1.755564 0.0 0.1 0.0
C -0.273668 1.623671 -0.932260 -0.1 0.3 0.1
H -1.006580 2.144212 -1.550960 0.0 -0.1 0.0
H 1.014643 -2.093014 -1.308803 -0.2 0.0 0.1
N 1.496518 1.011162 2.347619 -0.8 -0.6 -0.5
H -0.262231 -0.235960 -2.132358 0.0 -0.1 0.1
N -0.072455 -0.735229 -0.169822 0.0 0.1 -0.3
H -0.420260 1.969822 0.093130 0.0 -0.2 0.0
H 0.278532 -2.725771 0.306572 0.1 0.0 0.1
H 0.716141 1.990848 -1.230113 0.0 0.0 0.0
C 0.529963 -1.915635 -0.358867 0.0 -0.3 0.0
```
Positions in Å, forces in eV/Å.


Record 2
Here is 2 unconnected molecules or ions with the total composition C6H13NO from OMol25. Energies are from wB97M-V/def2-TZVPD.

Values from the calculation:
Energy above the lowest of the compared OMol25 structures with the same formula, charge and spin (eV): 1.9899
Highest occupied orbital energy (eV): -7.95
SMILES: C/C=C(N)/C=C/C.O

```
21
Properties=species:S:1:pos:R:3:forces:R:3
H -0.634695 0.252388 -2.592673 0.0 0.6 0.0
C -0.993609 1.106843 0.736634 -0.6 0.8 0.4
H 2.809317 -1.629767 2.388877 -0.1 0.0 -0.1
H 0.756038 -0.722320 2.217155 -0.1 -0.2 0.0
C -2.313726 1.611185 0.181964 -0.2 -1.7 -0.9
C 1.964738 -0.869776 0.544965 1.2 -1.0 1.2
H 2.279750 -0.652157 -0.464641 -0.7 0.1 -0.4
H 4.009692 -1.249385 1.190088 0.3 -0.4 -0.3
C 3.020664 -1.677109 1.315025 -0.9 1.1 0.4
H -2.821863 2.241539 0.903661 -0.1 -0.1 0.0
H -1.704287 -0.552107 -1.001632 -0.3 -0.3 0.0
C -0.382012 -0.058159 0.470910 -0.6 0.8 -0.7
H -0.684502 1.786976 1.520317 0.8 -0.4 0.1
H -0.465282 1.791166 -2.622503 0.1 -0.1 0.1
H -2.342354 2.082947 -0.801116 0.7 0.5 0.1
O -1.011850 1.075502 -2.958299 0.0 -0.5 0.0
N -0.839537 -0.856846 -0.592874 0.6 0.5 0.0
H -0.654596 -1.839317 -0.542988 -0.2 -0.2 0.1
C 0.823650 -0.563893 1.146578 -0.1 0.3 -0.3
H 2.920776 -2.722477 1.044292 0.5 -0.1 -0.3
H -2.924552 0.722623 -0.077220 -0.3 0.3 0.6
```
Positions in Å, forces in eV/Å.


Record 3
Here is 7 unconnected molecules or ions with the total composition C31H62BBrIN3O7P from OMol25. Energies are from wB97M-V/def2-TZVPD.

Values from the calculation:
Total charge: -1
Highest occupied orbital energy (eV): -4.51

```
107
Properties=species:S:1:pos:R:3:forces:R:3
C -10.733799 1.360269 -11.330395 0.1 0.0 -0.1
H 3.849475 -2.483096 7.833127 0.0 0.0 0.1
H 1.483308 -1.495123 -0.170574 -0.3 0.6 0.0
H -7.575778 0.470799 -5.098963 0.0 -0.1 0.0
O 5.236708 0.603219 -0.636038 -0.1 -0.4 -0.5
P 4.216999 -0.698599 -0.734238 -0.6 0.8 0.2
H -4.142153 2.626654 -1.144349 0.0 0.0 0.1
C -8.656021 2.757782 -6.393674 0.1 0.0 -0.1
H -9.109685 0.684266 -6.963469 0.0 0.0 0.0
C 3.905789 2.401812 6.109609 0.0 0.1 -0.1
H 2.259706 -4.306336 0.395862 0.1 -0.5 0.0
C 0.219164 -3.141215 -0.781555 0.0 0.4 -0.3
H -12.410516 0.075767 -10.885683 0.0 0.0 0.0
C -9.252622 1.378590 -6.142239 -0.1 0.0 0.2
H 0.816013 -2.485687 1.150443 -0.1 0.2 0.4
H 5.187032 -0.607608 8.575430 0.0 0.0 0.0
C 10.555129 -0.879189 3.018754 0.0 0.0 -0.1
C 6.211003 2.776017 6.218297 0.0 -0.1 0.0
H 9.728776 -2.892564 2.780429 -0.1 0.0 0.0
H -5.761187 2.012010 -3.271930 -0.1 0.0 0.0
H 5.092109 -3.342861 8.766215 0.0 0.0 0.0
O 5.184226 1.979781 5.627278 -0.1 0.2 0.1
H -5.883749 2.400309 -0.885757 0.0 0.0 -0.1
Br 5.057617 -1.822223 -2.518402 0.1 -0.1 -0.1
H 2.812492 -2.252464 2.054528 -0.1 0.2 0.3
H -9.757128 1.257391 -11.808527 0.0 0.0 0.0
C -10.613273 -0.445950 -9.811398 0.1 0.0 0.0
C -8.530721 0.957171 -4.871097 0.2 0.1 0.0
H -11.484475 2.385126 -9.566305 0.0 0.0 0.0
H 6.745393 2.161664 6.952141 0.0 0.0 0.0
C 4.925563 -2.679093 7.914849 -0.1 0.0 -0.2
H -10.325457 1.464776 -5.954356 0.0 0.0 0.0
H -7.673248 3.997067 -4.877134 0.0 0.0 0.1
H 10.130629 -2.456543 4.455933 0.1 0.0 0.0
C -10.570723 1.889766 -9.912953 -0.1 0.0 0.1
C 9.745250 -2.074120 3.501334 -0.1 -0.1 0.1
H -9.739320 2.588659 -9.814139 0.0 0.0 0.1
C -5.129623 1.379522 -2.649264 0.2 0.1 -0.2
H 3.386899 2.924962 5.299560 -0.1 0.0 0.0
C -5.717289 -0.000649 -2.391177 -0.2 0.0 0.0
O -10.331399 0.751747 -9.080187 -0.1 0.0 -0.2
H 5.036069 -0.570924 6.129891 0.1 0.0 0.0
H 10.005299 1.242742 3.239053 0.0 0.0 0.0
H 5.350304 4.754256 6.164268 0.0 0.0 0.0
C -4.964808 1.915983 -1.235265 -0.1 0.0 0.1
C 5.933217 -1.036936 6.544579 -0.2 -0.1 0.0
H -5.567807 -1.095755 -0.500121 0.0 0.1 0.1
H -4.152838 1.286278 -3.130278 0.0 0.0 0.0
H 3.011562 -3.258926 -0.776484 0.3 0.0 -0.3
H -2.149450 -0.102087 0.973122 -0.2 0.2 0.0
C 2.537966 -3.277091 0.197403 -0.5 0.1 0.6
H 10.181899 0.349079 4.755325 0.0 0.0 0.0
N -1.183649 -2.684620 -0.633444 0.3 -0.5 0.5
C 3.444205 -2.747487 1.326285 0.2 0.0 -1.1
C 5.022992 0.134694 2.901807 -0.6 -0.7 -0.5
H -0.658852 -0.587857 1.368012 0.1 -0.2 0.3
H 6.916158 3.083691 5.445660 0.0 0.0 -0.1
C -4.983367 -0.420743 -1.127126 0.3 -0.1 0.0
O -8.256310 2.159857 -4.138685 -0.1 0.0 -0.1
C 9.846657 0.276071 3.716253 0.0 0.0 0.2
H 0.527523 -2.962620 -1.800310 0.1 0.0 -0.4
H -9.418243 3.782798 -4.634859 0.0 0.1 -0.1
H -11.200978 -0.715595 -11.901606 0.0 0.0 0.0
O 8.416095 -1.607115 3.706252 0.2 0.1 0.2
C 8.393933 -0.179125 3.660257 -0.1 0.0 -0.3
H -1.674706 -3.231719 0.054687 0.2 0.0 0.4
H 3.381125 4.058010 7.440409 0.0 0.0 0.0
I 6.584168 -2.908563 0.675220 0.5 -0.2 -0.1
H 3.893875 -3.589700 1.827110 0.2 -0.3 0.3
H 7.798219 0.199019 4.491851 -0.1 0.0 0.0
H -1.230527 0.439410 -0.954863 0.2 0.2 0.1
C 4.176553 3.330498 7.285050 0.0 -0.1 0.1
H 0.248147 -4.207298 -0.622721 -0.2 -0.5 0.0
C -8.499864 3.292061 -4.976751 -0.1 0.0 0.1
H 4.293142 2.750983 8.204145 0.0 0.0 0.0
B 4.652666 -1.746774 0.869080 -0.2 0.1 0.9
C 6.141090 -2.413057 5.930307 0.1 -0.1 0.0
N -1.164411 -0.506795 -1.306039 -0.2 0.1 -0.7
H 7.912062 0.125226 2.726194 0.0 0.0 0.1
H -7.677245 2.660126 -6.869776 0.0 0.0 0.0
O 5.358380 -3.325982 6.721685 0.0 0.1 0.1
C -11.339158 -0.016609 -11.078392 -0.1 0.0 0.0
H 4.885790 0.769952 3.720853 0.3 0.6 0.7
H 10.458532 -0.775484 1.935828 0.0 0.0 0.0
H 6.076543 4.356839 7.725960 0.0 0.0 0.0
H -11.207352 -1.115394 -9.188668 0.0 0.0 0.1
N -1.548234 -0.912612 1.006369 -0.2 -0.6 -0.3
H -6.790136 0.084020 -2.197241 0.0 0.0 0.0
H -5.573320 -0.700537 -3.213385 0.0 0.0 0.0
C -1.297289 -1.331661 -0.360342 -0.2 0.9 0.0
H -11.351284 2.005274 -11.953466 0.0 0.0 0.0
C 5.511930 3.951346 6.887221 0.0 0.1 -0.1
H -9.276779 3.397692 -7.019845 0.0 0.0 0.0
O -4.706903 0.783460 -0.398571 0.0 0.0 -0.1
H 3.319156 1.525456 6.386170 0.0 -0.1 0.0
H -9.122453 0.283284 -4.250524 0.0 0.0 0.1
H 6.134041 0.280996 -0.500392 0.3 0.1 0.3
H -4.029897 -0.902293 -1.366181 0.0 0.0 0.0
C 5.714334 -1.380381 8.015305 0.1 0.0 0.0
H -9.663986 -0.939634 -10.044755 0.0 0.0 0.0
C 1.226863 -2.492657 0.150122 0.3 -0.6 -0.3
H 5.823334 -2.462627 4.890191 0.0 -0.1 0.0
H 7.189510 -2.719325 5.985671 0.0 0.0 -0.1
C 4.871428 -0.686447 2.026198 0.3 -0.1 -0.5
H 11.615085 -0.959589 3.261150 0.0 0.0 0.0
H 6.773576 -0.367831 6.370258 0.0 0.0 0.0
H 6.675265 -1.561060 8.504892 0.0 0.0 0.0
```
Positions in Å, forces in eV/Å.


Record 4
Here is C4H6N2O in the gas phase from OMol25. Energies are from wB97M-V/def2-TZVPD.

Values from the calculation:
Energy above the lowest of the compared OMol25 structures with the same formula, charge and spin (eV): 5.0883
Highest occupied orbital energy (eV): -8.49
SMILES: CO/C(C#N)=C\N

```
13
Properties=species:S:1:pos:R:3:forces:R:3
H -1.995298 -0.033676 -0.843783 0.1 -2.3 2.9
H 1.506242 1.431307 0.481266 -0.9 0.3 0.0
H 0.472142 2.839231 -0.056700 -0.8 -3.0 0.6
N -1.826064 -0.782199 -0.024851 -6.6 0.2 -0.7
C -0.638308 -1.375645 -0.126693 3.9 0.2 1.9
C 1.955749 -0.773628 -0.488348 3.0 -0.9 5.2
C 0.380618 -0.480947 -0.370689 2.2 -0.4 -2.1
C 0.430313 1.658834 0.225440 1.6 2.8 2.2
N 3.050039 -0.961715 0.065915 -6.8 1.2 -4.3
O 0.014478 0.833487 -0.766676 0.4 -2.7 -2.4
H -2.795494 -1.324621 0.445386 4.2 2.1 -2.4
H -0.335156 -2.337978 0.398753 -0.9 1.1 -1.2
H -0.219258 1.307556 1.060984 0.6 1.5 0.4
```
Positions in Å, forces in eV/Å.


Record 5
Here is 13 unconnected molecules or ions with the total composition C22H70O22 from OMol25. Energies are from wB97M-V/def2-TZVPD.

Values from the calculation:
Highest occupied orbital energy (eV): -9.44

```
114
Properties=species:S:1:pos:R:3:forces:R:3
O 0.104154 2.308863 2.701702 0.1 -0.1 -0.2
H 3.028919 -0.428249 1.776219 -0.4 0.0 0.1
H -2.160697 -1.388424 -2.192862 0.0 0.4 -0.4
H 3.988837 0.547117 4.315001 -0.1 0.0 0.0
O -4.042513 3.798726 -1.850940 -0.3 0.0 0.1
H -4.691039 2.935353 2.308840 0.0 0.1 0.1
C -2.319311 -4.478518 1.163231 0.3 1.0 0.0
O 4.411428 2.290222 -2.274866 -0.5 0.5 0.3
C -0.069789 0.605794 -4.822073 -0.7 -0.7 -0.3
H -0.591827 -4.565431 -5.136121 0.0 -0.1 0.0
H -0.410927 -0.596572 0.300578 0.0 0.1 0.2
C 1.451049 2.327984 3.181453 -0.9 0.0 0.3
H 0.953347 0.543878 0.224488 0.0 0.1 0.0
C -3.328039 2.003099 1.233870 -0.9 -0.2 -0.4
C -0.247897 -3.167894 -2.262554 -0.3 -0.4 -0.4
C 5.145625 1.471710 3.050639 0.4 -0.4 -0.2
H -0.738608 -3.915721 3.366243 -0.2 0.1 -0.1
H -1.586644 -5.194249 0.781279 -0.1 -0.3 0.3
O -0.639963 -4.512115 -4.177988 -0.2 0.0 0.0
H -3.285449 0.917146 -0.571705 0.3 -0.4 0.2
H -3.512220 2.863970 0.586106 0.2 -0.1 -0.1
H -0.729506 1.147926 0.129344 0.2 0.0 0.3
H -3.889211 -1.151971 0.605677 0.0 0.0 0.0
H 3.200787 -4.384795 1.546765 0.0 -0.5 -0.1
H 0.171214 -4.069323 -1.806714 -0.2 -0.1 0.0
H -1.977661 -1.421689 4.374868 0.1 0.0 0.2
H 1.050176 2.423390 -4.661567 0.0 -0.1 -0.9
H -2.266708 1.975949 1.486887 -0.1 0.0 0.4
H -0.201722 1.390190 2.750037 -0.3 0.1 0.0
H -2.836823 -5.866679 2.381122 -0.4 0.0 0.2
H -2.303617 0.671543 5.948275 0.1 -0.1 0.1
H -0.016265 3.786706 -1.126137 0.1 0.5 0.1
O 4.450218 1.389100 4.278594 0.0 0.4 0.0
H 5.036210 2.453130 2.576646 -0.5 0.0 0.2
C 3.230787 0.145574 -2.298737 0.2 -0.1 1.0
O 0.358596 0.156251 -6.110337 -0.3 0.2 0.1
H -2.027889 -0.334308 2.293482 0.0 0.0 0.3
H 6.226473 1.387585 3.239135 -0.1 -0.1 0.0
C 1.499395 2.978166 4.535310 1.4 0.0 0.6
C -1.531138 -0.429967 4.254330 0.6 0.0 -0.5
H -2.915236 -4.190915 0.292490 -0.3 0.1 0.2
H 3.314409 -2.050121 0.669451 0.1 -0.1 -0.1
C -3.749838 0.789420 0.419578 0.0 1.0 -1.0
C 2.658454 -4.121451 0.634306 -0.3 1.5 0.2
C 4.773653 0.364217 2.085124 0.3 -0.3 -0.4
O -2.474761 -0.516618 -2.530786 0.0 -0.4 0.3
H -4.455895 0.061780 -2.476188 0.0 -0.1 0.0
O -1.243823 -0.218906 2.860046 -0.2 0.1 -0.2
H -2.113804 -3.835008 -2.080073 0.2 0.0 -0.2
O -0.837543 2.831248 -5.486682 -0.6 -0.6 -0.7
O 1.424996 -4.795547 0.468943 0.1 -0.5 0.1
H -0.940946 0.247273 -1.852849 0.1 -0.1 -0.2
O -0.016709 0.206618 -1.563986 0.1 0.2 0.2
H 1.783335 1.296037 3.288667 0.4 0.1 -0.1
H -0.369139 0.341675 -6.713421 0.2 0.1 -0.1
H -2.075177 1.593738 4.452773 0.0 0.1 0.1
H 3.285143 -4.272817 -0.243379 -0.1 -0.3 -0.1
H 1.506491 3.560215 -0.219006 -0.4 -0.1 0.1
H -1.191575 -2.640876 0.862772 0.3 -0.3 0.0
O -3.151460 -4.970106 2.220145 0.7 -0.6 -0.5
C -0.002425 2.093725 -4.637359 1.7 0.9 1.8
H 0.265498 -2.327473 -1.800517 0.0 0.3 -0.4
C -1.557166 -3.260896 1.684420 -0.7 0.0 -0.5
H -2.581721 2.413769 -2.356049 0.1 0.0 -0.1
H 4.947779 -0.619989 2.536135 0.0 0.1 0.3
H 2.333571 0.427507 -2.850750 0.1 0.2 0.0
C 1.071180 3.731561 -1.212608 0.0 -0.9 1.1
H -3.915564 -0.633463 -4.004903 -0.1 -0.3 0.0
H -4.149266 -1.686001 -2.530621 -0.3 0.0 -0.4
H -3.412517 4.322652 -1.349649 0.1 0.0 -0.1
C -0.051120 0.337573 -0.141580 -0.2 -0.3 -0.4
H 1.214362 2.780670 -1.746216 0.5 0.5 -0.6
H 2.553856 4.899099 -1.687765 0.0 -0.2 0.0
H 0.525264 0.050547 -4.098144 0.3 0.5 0.1
O -3.796281 0.424891 4.593218 0.5 0.1 -0.4
O 1.001605 2.071110 5.537860 -0.6 0.7 -0.3
H 1.015874 -2.617626 2.244848 0.6 0.2 0.0
H -0.680141 3.774034 -5.425036 0.3 0.0 0.2
H 2.539701 3.179683 4.821275 0.1 -0.2 -0.4
H 3.033479 1.699236 -0.841217 0.0 0.3 -0.2
H -4.821096 0.869201 0.205961 -0.1 -0.2 0.4
H 4.558671 0.875147 -0.761839 0.1 -0.1 -0.1
C -3.827052 -0.717034 -2.918667 0.2 0.3 0.3
C -0.101237 -3.261404 -3.777630 0.6 0.0 0.9
H 1.671818 -2.270096 0.062636 -0.1 0.0 0.0
H -3.956468 0.845332 3.729992 -0.3 0.0 0.3
H 2.952013 -0.586527 -1.533638 -0.3 -0.2 -0.3
O 4.179276 -0.494978 -3.134831 0.2 0.0 0.1
O -4.169257 2.136529 2.385212 0.5 -0.2 0.1
H 0.976168 -3.243669 -3.977168 -0.1 0.3 -0.3
H -2.248908 -2.614951 2.231928 0.1 -0.2 0.2
H 1.057059 3.977802 4.536680 -0.7 -0.3 0.0
C 3.823038 1.279048 -1.460221 0.2 -0.5 -0.7
H 4.612039 0.163316 -3.686301 -0.2 -0.1 -0.2
H -0.170574 2.366403 -3.581426 -0.7 -0.5 0.0
C -3.357428 3.027894 -2.830726 0.4 -0.1 0.6
H 0.480502 2.608822 6.141705 0.0 -0.3 0.1
H 0.986464 -4.845959 1.328799 0.0 0.2 -0.1
O -0.451446 -3.651634 2.484826 0.2 -0.1 0.2
H -4.084458 2.335836 -3.248936 0.0 0.2 -0.3
H -2.878932 3.656920 -3.582998 -0.2 -0.1 -0.2
H 5.063987 1.906765 -2.864061 0.1 -0.1 0.2
O -3.401462 -0.438877 1.024727 0.1 0.1 0.2
H 2.078592 2.871159 2.472934 0.1 -0.1 0.0
O 1.594100 4.927694 -1.729846 -0.2 0.1 -0.7
O 3.434834 0.428104 1.610442 0.2 0.1 0.1
H -0.628375 -2.429440 -4.247590 0.2 0.1 -0.1
C -2.411169 0.636025 4.864831 -0.4 0.1 -0.3
H -1.081997 0.238799 -4.607969 -0.1 0.2 -0.2
C 2.391472 -2.620708 0.807321 0.2 -0.2 0.4
H 5.471235 0.395250 1.238433 0.0 0.2 0.0
O -1.639246 -3.011668 -1.928687 0.0 -0.1 0.6
O 1.955690 -2.337328 2.145849 -0.4 0.1 -0.5
H -0.526112 -0.375723 4.679456 -0.2 -0.2 0.4
```
Positions in Å, forces in eV/Å.